Entry 1:
# C35H29CrF5GeO2S4

A structure of composition C35H29CrF5GeO2S4 (ωB97M-V/def2-TZVPD, the Open Molecules 2025 dataset).

Calculated values
HOMO-LUMO gap (alpha / beta), eV: 7.7 / 8.7
Total charge: +1
HOMO (alpha / beta), eV: -9.88 / -11.59
Spin multiplicity: 6
Energy relative to the best compared isomer or geometry (same formula, charge and spin), kJ/mol: 0.0

Element x y z (Å)
1 Cr 0.96242 1.00453 -0.44050
2 F -4.26335 -3.21640 3.11788
3 C -3.58832 -2.21911 2.56356
4 C -3.03340 -2.37534 1.30414
5 F -3.18447 -3.52135 0.64633
6 C -2.32438 -1.33160 0.74019
7 F -1.80830 -1.51189 -0.47821
8 C -2.17013 -0.11466 1.39082
9 S -1.38801 1.27625 0.63077
10 C -2.72669 0.01060 2.65688
11 F -2.61232 1.15203 3.33060
12 C -3.42503 -1.02694 3.24726
13 F -3.94531 -0.88388 4.46219
14 O 1.31562 -1.09785 -0.47749
15 S 1.99579 -2.19759 -1.27290
16 C 3.76410 -2.17311 -0.76568
17 C 4.12431 -1.00487 0.14739
18 C 3.83219 -1.31793 1.61571
19 C 4.04033 -0.13113 2.55115
20 S 2.59831 0.95063 2.74408
21 O 2.06494 1.13725 1.34859
22 C 1.50866 -0.17831 3.58385
23 C 0.70400 -1.06355 2.88244
24 C -0.10033 -1.94008 3.59514
25 C -0.10937 -1.91389 4.98341
26 C 0.68328 -1.00535 5.67237
27 C 1.49596 -0.12705 4.97164
28 C 2.16763 -1.63253 -2.94934
29 C 1.74024 -2.49806 -3.94576
30 C 1.89097 -2.12687 -5.27647
31 C 2.44722 -0.89619 -5.59021
32 C 2.85682 -0.02825 -4.58237
33 C 2.72661 -0.39638 -3.25509
34 H 4.34140 -2.17702 -1.68796
35 H 3.92993 -3.12602 -0.26036
36 H 3.59735 -0.10032 -0.15656
37 H 5.19135 -0.80346 0.02524
38 H 4.49636 -2.12358 1.93877
39 H 2.81738 -1.70431 1.72070
40 H 4.83921 0.52667 2.20117
41 H 4.28888 -0.44014 3.56830
42 H 0.70544 -1.06630 1.79896
43 H -0.72369 -2.64624 3.06149
44 H -0.74458 -2.59753 5.53140
45 H 0.66099 -0.97290 6.75311
46 H 2.10463 0.59856 5.49850
47 H 1.30126 -3.45333 -3.68508
48 H 1.57034 -2.79698 -6.06263
49 H 2.56330 -0.60758 -6.62668
50 H 3.28530 0.93290 -4.83369
51 H 3.05415 0.27191 -2.46834
52 Ge -2.95916 1.80978 -0.98051
53 C -4.40286 0.56743 -0.67678
54 C -5.20822 0.67972 0.45733
55 C -6.17774 -0.27465 0.72509
56 C -6.35198 -1.34696 -0.14149
57 C -5.56750 -1.45720 -1.28054
58 C -4.59503 -0.50272 -1.54822
59 C -2.11463 1.64447 -2.71204
60 C -1.37674 0.51490 -3.06615
61 C -0.80141 0.41674 -4.32380
62 C -0.95277 1.44946 -5.23886
63 C -1.68182 2.57990 -4.89664
64 C -2.26039 2.67580 -3.63737
65 H -3.29182 3.26867 -0.66430
66 H -5.07955 1.51323 1.14008
67 H -6.80026 -0.18111 1.60577
68 H -7.10787 -2.09260 0.06834
69 H -5.71191 -2.28644 -1.96068
70 H -3.98324 -0.59853 -2.43770
71 H -1.24560 -0.29599 -2.35835
72 H -0.23254 -0.46514 -4.58883
73 H -0.50327 1.37315 -6.22096
74 H -1.80258 3.38585 -5.60884
75 H -2.82306 3.56622 -3.37993
76 S 1.31926 3.39849 -2.97772
77 C 1.16419 2.35782 -1.86540

The net atomic charges from Mulliken, expressed in e, are:
1. Cr 0.4567
2. F -0.3808
3. C 0.6772
4. C 0.1503
5. F -0.4163
6. C -0.0541
7. F -0.4737
8. C 1.0355
9. S -0.4041
10. C -0.2218
11. F -0.5124
12. C 0.6253
13. F -0.3996
14. O 0.0792
15. S 0.1149
16. C -1.1721
17. C -0.2107
18. C -0.5433
19. C -0.8923
20. S -0.1190
21. O -0.0736
22. C 0.8696
23. C 0.1857
24. C -1.3853
25. C -0.6586
26. C -0.7130
27. C -0.5353
28. C 0.6512
29. C -0.3450
30. C -0.7592
31. C -0.5022
32. C -0.8606
33. C -0.4061
34. H 0.5182
35. H 0.5441
36. H -0.0442
37. H 0.5909
38. H 0.4550
39. H 0.1498
40. H 0.4474
41. H 0.5163
42. H 0.2841
43. H 0.6861
44. H 0.4639
45. H 0.4122
46. H 0.4871
47. H 0.4560
48. H 0.4122
49. H 0.4348
50. H 0.4667
51. H 0.5003
52. Ge 0.7770
53. C 0.0933
54. C -0.3078
55. C -0.6388
56. C -0.4667
57. C -0.7043
58. C 0.0244
59. C 0.0640
60. C 0.6137
61. C -0.9606
62. C -0.5382
63. C -0.7509
64. C -0.8454
65. H -0.0338
66. H 0.4052
67. H 0.4266
68. H 0.4240
69. H 0.4242
70. H 0.3963
71. H 0.3247
72. H 0.5610
73. H 0.4232
74. H 0.4107
75. H 0.3680
76. S -0.0561
77. C -0.0213

---

Entry 2:
# C47H45CuN5PS3Sb

A structure of composition C47H45CuN5PS3Sb (ωB97M-V/def2-TZVPD, the Open Molecules 2025 dataset).

Calculated values
HOMO-LUMO gap (alpha / beta), eV: 4.8 / 7.3
HOMO (alpha / beta), eV: -4.43 / -7.14
Spin multiplicity: 2
Energy relative to the best compared isomer or geometry (same formula, charge and spin), kJ/mol: 3.6

Element x y z (Å)
1 Cu -0.10344 0.79099 1.07970
2 S 1.48436 0.65979 8.05985
3 C 2.32282 2.04798 8.60982
4 C 2.61505 2.89053 7.58254
5 C 2.15676 2.40697 6.33146
6 C 1.51733 1.19564 6.42006
7 C 0.90625 0.39744 5.36151
8 C 0.86807 0.86863 4.04445
9 N 0.31481 0.23328 3.03054
10 C -0.27104 -0.99113 3.26185
11 C -0.24838 -1.56784 4.56483
12 C -0.83901 -2.87092 4.73826
13 C -1.38270 -3.53790 3.70381
14 C -1.41238 -2.97660 2.37269
15 C -1.91781 -3.65241 1.28411
16 C -1.91947 -3.03795 0.00789
17 C -1.42411 -1.74464 -0.06160
18 N -0.92846 -1.05597 0.95671
19 C -0.87968 -1.66700 2.19453
20 C -2.40626 -3.70549 -1.19081
21 C -2.45103 -3.24703 -2.48556
22 C -2.96889 -4.19672 -3.40022
23 C -3.31121 -5.37047 -2.80171
24 S -3.00901 -5.32091 -1.11566
25 C 0.33252 -0.86141 5.59595
26 H 2.55039 2.16514 9.65448
27 H 3.14342 3.82319 7.70882
28 H 2.30194 2.93925 5.40466
29 H 1.31924 1.82249 3.79795
30 H -0.83101 -3.30580 5.73054
31 H -1.81598 -4.52012 3.84953
32 H -2.31352 -4.65167 1.41883
33 H -1.43217 -1.21846 -1.01042
34 H -2.11770 -2.26300 -2.78130
35 H -3.07900 -4.01410 -4.45821
36 H -3.72803 -6.25404 -3.25278
37 H 0.34456 -1.29752 6.58819
38 C -5.07262 3.13014 1.85739
39 N -4.81132 1.84559 1.21686
40 C -4.76802 2.05019 -0.22660
41 N -3.80998 3.06612 -0.65731
42 C -4.10452 4.31041 0.04846
43 N -4.12107 4.18017 1.50275
44 C -2.79097 3.89532 2.03768
45 P -2.06682 2.30298 1.39824
46 C -3.56913 1.25615 1.71344
47 C -2.44189 2.63498 -0.38530
48 H -5.06613 2.99609 2.94124
49 H -6.06787 3.46507 1.55266
50 H -5.76287 2.36527 -0.55369
51 H -4.52398 1.10284 -0.71306
52 H -5.09206 4.65583 -0.26861
53 H -3.36450 5.06286 -0.23405
54 H -2.85443 3.84597 3.12882
55 H -2.11404 4.71817 1.79150
56 H -3.66391 1.09438 2.79224
57 H -3.40904 0.27442 1.25762
58 H -2.23919 1.70852 -0.92890
59 H -1.73738 3.38545 -0.75752
60 S 1.22732 1.84976 -0.43438
61 C -1.16476 1.00304 -3.27202
62 C -0.16128 0.68070 -4.33414
63 C -0.53347 0.63280 -5.67358
64 C 0.38776 0.32619 -6.66329
65 C 1.70481 0.06370 -6.33011
66 C 2.09695 0.11189 -5.00095
67 C 1.17062 0.41774 -4.00932
68 Sb 1.87994 0.33960 -2.01519
69 C 3.96381 0.55192 -2.31394
70 C 4.78681 -0.52445 -2.00761
71 C 6.16307 -0.42107 -2.14842
72 C 6.71114 0.76718 -2.60104
73 C 5.88652 1.83793 -2.91435
74 C 4.50635 1.75404 -2.77510
75 C 3.64098 2.93670 -3.10596
76 C 1.66973 -1.70467 -1.53473
77 C 1.18040 -2.53425 -2.53838
78 C 1.01363 -3.89119 -2.31000
79 C 1.32450 -4.41121 -1.06573
80 C 1.81657 -3.58346 -0.06883
81 C 2.00780 -2.22103 -0.27599
82 C 2.56829 -1.38431 0.83508
83 H -2.14386 1.22245 -3.69525
84 H -0.84555 1.86878 -2.68956
85 H -1.28281 0.16699 -2.57699
86 H -1.56189 0.84048 -5.94073
87 H 0.07308 0.29150 -7.69721
88 H 2.42734 -0.17877 -7.09735
89 H 3.12954 -0.08984 -4.74175
90 H 4.35661 -1.45788 -1.66386
91 H 6.79647 -1.26459 -1.91015
92 H 7.78285 0.86572 -2.70969
93 H 6.32216 2.76179 -3.27470
94 H 4.23695 3.74487 -3.52512
95 H 3.13464 3.30994 -2.21412
96 H 2.87089 2.67794 -3.83667
97 H 0.91406 -2.12478 -3.50613
98 H 0.62609 -4.52942 -3.09235
99 H 1.18195 -5.46491 -0.86662
100 H 2.05753 -3.99902 0.90202
101 H 2.96036 -2.02001 1.62692
102 H 1.80282 -0.74266 1.26666
103 H 3.37774 -0.73523 0.49138

Atomic partial charges in e from the Mulliken method, atoms 1 to 99:
1. Cu -0.3795
2. S -0.2174
3. C -0.3920
4. C -0.5193
5. C -0.4493
6. C 0.5080
7. C 1.1288
8. C -1.4710
9. N 0.3037
10. C -0.4075
11. C 0.9120
12. C -1.0422
13. C -1.1460
14. C 0.7318
15. C -1.2610
16. C 0.4651
17. C -0.2411
18. N 1.4768
19. C -0.8043
20. C 0.7184
21. C -0.0874
22. C -0.8312
23. C -0.3536
24. S -0.2275
25. C -0.8947
26. H 0.4362
27. H 0.3754
28. H 0.3825
29. H 0.3344
30. H 0.4220
31. H 0.4304
32. H 0.4070
33. H -0.9785
34. H 0.6129
35. H 0.3887
36. H 0.4613
37. H 0.3676
38. C -0.9679
39. N 0.1493
40. C -0.9138
41. N 0.0904
42. C -0.9370
43. N 0.1251
44. C -1.2229
45. P 1.5957
46. C -1.0607
47. C -0.4690
48. H 0.4005
49. H 0.3114
50. H 0.3032
51. H 0.3749
52. H 0.3042
53. H 0.3740
54. H 0.4202
55. H 0.4075
56. H 0.4304
57. H 0.4442
58. H -0.5666
59. H 0.7658
60. S -0.5256
61. C -0.8649
62. C 0.3407
63. C -0.7235
64. C -0.7274
65. C -0.8255
66. C -0.6973
67. C 0.5993
68. Sb 2.1929
69. C 0.8637
70. C -0.4137
71. C -0.9716
72. C -0.6946
73. C -0.8017
74. C 0.4815
75. C -1.2288
76. C 1.1725
77. C -0.8328
78. C -0.7093
79. C -0.9043
80. C -0.6457
81. C 0.5364
82. C -1.3455
83. H 0.5178
84. H 0.3137
85. H -0.2921
86. H 0.4305
87. H 0.3995
88. H 0.4376
89. H 0.4532
90. H 0.4354
91. H 0.4438
92. H 0.3876
93. H 0.3955
94. H 0.4559
95. H 0.2921
96. H 0.1960
97. H 0.3879
98. H 0.4245
99. H 0.4168